# 1
Density functional theory data (the ωB97M-V functional and the def2-TZVPD basis) for a structure of composition C5H4NO5V in a non-equilibrium geometry.

Output
Orbital gap (spin up / spin down), eV: 6.979 / 6.542
⟨S²⟩: 2.05
LUMO energy (spin up / spin down), eV: -11.83 / -11.70
Energy above the lowest of the compared OMol25 structures with the same formula, charge and spin, eV: 0.458

The geometry in ORCA input format:
```
! wB97M-V def2-TZVPD RIJCOSX def2/J DEFGRID3
* xyz 2 3
V -0.40 -0.16 -0.06
O 1.54 -1.70 1.35
O -1.53 -2.70 -1.36
O 0.97 0.86 -3.28
O -1.60 2.11 -1.74
O -2.52 -0.61 2.08
N 0.53 1.23 1.31
C -1.06 -1.75 -0.85
C -1.23 1.22 -1.09
C -1.56 -0.40 1.45
C 0.95 0.29 -2.29
C 1.43 -1.30 0.22
H 2.36 -1.60 -0.36
H 0.66 0.93 2.27
H 1.46 1.48 0.99
H -0.02 2.09 1.35
*
```

=====

# 2
Density functional theory data (the ωB97M-V functional and the def2-TZVPD basis) for a structure of composition C17H12ClN3O3S in a non-equilibrium geometry.

Output
Orbital gap, eV: 8.480
LUMO energy, eV: 0.06
Energy above the lowest of the compared OMol25 structures with the same formula, charge and spin, eV: 11.907

The geometry in ORCA input format:
```
! wB97M-V def2-TZVPD RIJCOSX def2/J DEFGRID3
* xyz 0 1
Cl -1.11 0.37 2.41
S 2.23 -0.72 1.49
O 1.35 -4.71 0.10
O -1.07 -2.69 -0.75
O -0.65 -2.10 1.07
N 1.51 -0.37 -0.99
N -2.10 1.72 0.41
N 1.68 -2.49 -0.34
C 0.95 2.05 -1.07
C 0.08 4.15 -1.26
C 0.07 4.11 -2.73
C -1.80 -0.45 -0.13
C 2.03 0.91 1.19
C 1.13 -3.50 0.29
C 0.13 -3.30 1.66
C -1.16 -1.76 0.07
C 0.49 3.19 -0.38
C -2.46 1.18 -1.68
C 1.77 -1.22 -0.03
C -1.73 0.62 0.83
C 0.65 1.78 -2.51
C 0.08 2.90 -3.11
C -2.62 2.04 -0.73
C -1.98 -0.18 -1.29
C 1.51 0.87 -0.21
H -3.02 1.40 -2.65
H -0.40 4.92 -3.10
H -2.76 3.06 -0.88
H 0.69 -3.16 2.60
H 1.96 1.67 1.63
H -2.05 -0.98 -2.32
H 0.12 2.80 -4.21
H -0.16 5.31 -0.84
H 2.25 -2.95 -1.22
H 0.83 3.43 0.72
H -0.68 -4.03 1.59
H 0.91 0.85 -2.70
*
```